The following is a quantum chemistry calculation of a 6-piece molecular cluster, C12H26Cl11FN2O2S overall at a distorted geometry, from the OMol25 dataset.

Positions of all 55 atoms, in Å:
N  0.73  -1.85  -1.89
C  0.49  -0.34  -2.02
C  -1.06  0.13  -1.85
N  -2.01  -0.32  -2.93
Cl  -1.25  -0.76  -4.41
S  -3.20  -1.48  -2.39
O  -2.64  -2.72  -1.66
O  -4.12  -1.87  -3.61
F  -4.25  -0.65  -1.27
H  1.78  -1.95  -2.01
H  0.31  -2.38  -2.68
H  1.08  0.14  -1.10
H  1.03  0.13  -2.98
H  -1.06  1.32  -1.88
H  -1.44  -0.16  -0.77
Cl  0.84  0.54  1.16
C  1.41  -0.87  2.08
C  2.90  -1.13  1.87
Cl  3.26  -1.69  0.22
H  0.81  -1.74  1.79
H  1.22  -0.66  3.14
H  3.24  -1.92  2.55
H  3.50  -0.24  2.06
Cl  -6.38  -0.68  4.00
C  -5.50  -1.24  2.56
C  -4.00  -1.38  2.82
Cl  -3.21  0.20  3.07
H  -5.70  -0.54  1.75
H  -5.92  -2.21  2.29
H  -3.52  -1.85  1.96
H  -3.80  -2.00  3.71
Cl  -0.16  3.20  -1.33
C  1.62  3.16  -1.34
C  2.21  3.95  -2.50
Cl  1.89  3.18  -4.07
H  1.93  2.11  -1.36
H  1.95  3.59  -0.39
H  3.30  4.01  -2.39
H  1.82  4.97  -2.53
Cl  4.37  4.83  -5.59
C  6.01  4.18  -5.85
C  6.18  2.81  -5.21
Cl  6.16  2.89  -3.43
H  6.72  4.91  -5.45
H  6.16  4.11  -6.93
H  7.15  2.39  -5.49
H  5.40  2.11  -5.53
Cl  -1.83  -4.79  6.70
C  -2.53  -3.21  7.14
C  -4.05  -3.20  7.01
Cl  -4.57  -3.30  5.31
H  -2.06  -2.45  6.51
H  -2.25  -3.02  8.17
H  -4.44  -2.26  7.40
H  -4.51  -4.02  7.56

HOMO in eV: -9.494
Spin multiplicity: 1
E_LUMO in eV: -1.185
Largest force on an atom in Eh/bohr: 0.145
SMILES: NCCN(Cl)S(=O)(=O)F.ClCCCl.ClCCCl.ClCCCl.ClCCCl.ClCCCl
Kohn-Sham gap in eV: 8.31
Relative energy (zero: lowest compared OMol25 entry of this formula, charge and spin) in kcal per mole: 71.6

Atomic partial charges in e from the Mulliken method, atoms 1 to 4: number 1, N, carries -0.534; number 2, C, carries 0.315; number 3, C, carries 0.287; number 4, N, carries 0.023

=====

The following is a quantum chemistry calculation of an isolated ion of composition C6H5N2O5S and charge -1 at a distorted geometry, from the OMol25 dataset.

Positions of all 19 atoms, in Å:
C  -3.27  -0.04  -0.02
C  -2.51  0.97  -0.69
C  -2.50  -1.14  0.43
C  -1.16  1.03  -0.77
C  -1.07  -1.03  0.37
C  -0.32  0.04  -0.20
N  1.01  0.13  0.04
N  1.78  -0.88  0.08
O  1.66  -1.90  -0.55
O  3.43  0.53  -1.20
O  2.88  -0.75  0.82
O  2.97  1.67  0.97
O  5.04  0.59  0.70
S  3.70  0.71  0.22
H  -4.15  0.16  0.38
H  -3.09  1.76  -1.18
H  -3.05  -1.87  0.99
H  -0.81  1.92  -1.16
H  -0.55  -1.90  0.76

HOMO (spin up / spin down) in eV: -5.125 / -5.125
Spin multiplicity: 1
E_LUMO (spin up / spin down) in eV: 3.210 / 3.209
Largest force on an atom in Eh/bohr: 0.125
SMILES: O=S(=O)([O-])O/[N+]([O-])=N/c1ccccc1
Kohn-Sham gap (spin up / spin down) in eV: 8.33 / 8.33
Relative energy (zero: lowest compared OMol25 entry of this formula, charge and spin) in kcal per mole: 25.2
Charge: -1

Atomic partial charges in e from the Mulliken method, atoms 1 to 4: number 1, C, carries -0.626; number 2, C, carries -0.343; number 3, C, carries -0.606; number 4, C, carries -0.524

=====

The following is a quantum chemistry calculation of a 3-piece molecular cluster, C6H13NO2 overall at a distorted geometry, from the OMol25 dataset.

Positions of all 22 atoms, in Å:
C  0.30  -0.03  -2.64
C  1.13  0.68  -1.60
C  0.59  0.60  -0.19
C  0.99  1.41  0.83
N  0.43  0.98  2.00
C  -0.42  -0.07  1.72
C  -0.32  -0.33  0.39
H  -0.68  0.41  -2.83
H  0.80  -0.06  -3.62
H  0.16  -1.09  -2.39
H  2.14  0.31  -1.68
H  1.14  1.75  -1.80
H  1.66  2.24  0.81
H  0.36  1.53  2.83
H  -0.85  -0.57  2.57
H  -0.85  -1.09  -0.18
H  0.94  -2.36  0.85
H  1.87  -2.41  -0.37
O  1.36  -2.96  0.22
H  -2.93  0.00  0.49
H  -2.76  0.81  -0.76
O  -3.43  0.54  -0.12

HOMO in eV: -8.741
Spin multiplicity: 1
E_LUMO in eV: 0.675
Largest force on an atom in Eh/bohr: 0.021
SMILES: CCc1cc[nH]c1.O.O
Kohn-Sham gap in eV: 9.42
Relative energy (zero: lowest compared OMol25 entry of this formula, charge and spin) in kcal per mole: 23.3

Atomic partial charges in e from the Mulliken method, atoms 1 to 4: number 1, C, carries -1.156; number 2, C, carries -0.317; number 3, C, carries 0.988; number 4, C, carries -1.166

=====

The following is a quantum chemistry calculation of one molecule with the formula C23H21NO3 at a distorted geometry, from the OMol25 dataset.

Positions of all 48 atoms, in Å:
C  5.75  -1.80  2.60
C  4.48  -1.02  2.87
C  4.51  0.38  3.04
C  3.33  1.12  3.23
C  2.08  0.50  3.23
C  0.79  1.37  3.21
C  -0.43  0.53  2.96
C  -1.68  1.00  3.12
C  -2.88  0.22  2.93
C  -4.11  0.91  2.85
C  -5.30  0.21  2.70
C  -5.30  -1.19  2.66
C  -6.61  -1.92  2.58
C  -4.08  -1.88  2.70
C  -2.88  -1.19  2.84
C  2.08  -0.90  3.24
C  3.24  -1.65  2.98
H  5.55  -2.88  2.54
H  6.24  -1.49  1.66
H  6.47  -1.65  3.40
H  5.48  0.89  2.98
H  3.37  2.20  3.33
H  0.86  2.02  2.33
H  -0.28  -0.48  2.58
H  -1.85  2.05  3.35
H  -4.12  2.00  2.91
H  -6.25  0.74  2.65
H  -6.46  -3.00  2.55
H  -7.26  -1.69  3.43
H  -7.16  -1.62  1.68
H  -4.10  -2.96  2.66
H  -1.93  -1.73  2.90
H  1.15  -1.45  3.39
H  3.16  -2.74  2.85
O  0.64  2.07  4.44
C  0.05  3.31  4.62
C  -0.72  3.50  5.80
N  -0.38  2.63  6.92
O  -1.08  2.73  7.95
O  0.63  1.91  6.85
C  -1.33  4.73  6.10
C  -0.94  5.84  5.37
C  -0.02  5.71  4.31
C  0.42  4.45  3.89
H  -1.96  4.82  6.96
H  -1.34  6.82  5.62
H  0.35  6.60  3.81
H  1.09  4.37  3.03

HOMO in eV: -8.196
Spin multiplicity: 1
E_LUMO in eV: -0.487
Largest force on an atom in Eh/bohr: 0.055
SMILES: Cc1ccc(/C=C/[C@@H](Oc2ccccc2[N+](=O)[O-])c2ccc(C)cc2)cc1
Kohn-Sham gap in eV: 7.71
Relative energy (zero: lowest compared OMol25 entry of this formula, charge and spin) in kcal per mole: 164.6

Atomic partial charges in e from the Mulliken method, atoms 1 to 4: number 1, C, carries -1.343; number 2, C, carries 1.038; number 3, C, carries -0.733; number 4, C, carries -0.409

=====

The following is a quantum chemistry calculation of C6H8EuO6 as an isolated structure at a distorted geometry, from the OMol25 dataset.

Positions of all 21 atoms, in Å:
O  0.99  0.93  2.89
C  0.90  0.21  1.86
O  0.89  -1.06  1.99
O  0.82  0.80  0.69
C  0.84  0.01  -0.51
C  -0.30  -0.94  -0.59
C  -0.18  -2.21  -0.99
C  -1.34  -3.13  -1.07
Eu  1.40  -0.56  4.50
H  1.81  -0.50  -0.59
H  0.78  0.76  -1.32
H  -1.28  -0.55  -0.28
H  0.80  -2.61  -1.29
H  -1.48  -3.54  -2.08
H  -2.27  -2.67  -0.72
O  -1.14  -4.35  -0.27
C  -0.79  -4.37  0.95
O  -1.09  -5.45  1.57
H  -0.95  -5.32  2.54
O  -0.44  -3.38  1.67
H  -0.12  -2.53  1.24

HOMO (spin up / spin down) in eV: -16.877 / -16.912
Spin multiplicity: 8
E_LUMO (spin up / spin down) in eV: -8.029 / -7.861
Largest force on an atom in Eh/bohr: 0.043
Kohn-Sham gap (spin up / spin down) in eV: 8.85 / 9.05
Relative energy (zero: lowest compared OMol25 entry of this formula, charge and spin) in kcal per mole: 0.0
Charge: +2

Atomic partial charges in e from the Mulliken method, atoms 1 to 4: number 1, O, carries -0.747; number 2, C, carries 0.957; number 3, O, carries -0.875; number 4, O, carries -0.284

=====

The following is a quantum chemistry calculation of C27H35N4O5SiW as an isolated structure at a distorted geometry, from the OMol25 dataset.

Positions of all 73 atoms, in Å:
W  -1.19  -0.04  -0.40
N  -3.45  -0.29  -0.77
C  -4.30  0.62  0.03
C  -3.82  0.52  1.45
N  -2.33  0.67  1.51
C  -1.91  1.90  2.24
C  -1.92  3.15  1.40
N  -0.94  3.02  0.29
H  -3.70  -0.20  -1.75
H  -3.69  -1.26  -0.55
H  -5.35  0.36  -0.05
H  -4.17  1.63  -0.36
H  -4.08  -0.46  1.86
H  -4.29  1.27  2.09
H  -2.01  -0.09  2.12
H  -0.89  1.73  2.61
H  -2.55  2.05  3.11
H  -1.59  4.00  2.00
H  -2.89  3.39  0.96
H  -0.07  2.52  0.61
H  -0.74  3.93  -0.16
O  -0.76  -2.91  -3.25
C  -0.98  -1.87  -2.72
O  -1.32  -1.70  -1.43
C  -0.92  -0.53  -3.39
C  -0.64  -0.36  -4.74
C  -0.56  0.92  -5.25
C  -0.75  1.99  -4.38
C  -1.00  1.72  -3.04
N  -1.09  0.47  -2.53
C  -1.01  2.78  -2.07
O  -0.79  3.93  -2.13
O  -1.44  2.19  -0.74
H  -0.50  -1.24  -5.35
H  -0.33  1.09  -6.29
H  -0.68  3.02  -4.70
C  2.67  1.26  2.99
C  2.06  -0.14  2.84
C  3.10  -1.22  3.20
C  0.88  -0.31  3.81
Si  1.54  -0.38  1.06
O  0.24  0.71  0.64
C  0.51  -1.94  0.71
C  -0.74  -2.13  1.38
C  -1.51  -3.28  1.14
C  -1.07  -4.22  0.24
C  0.17  -4.06  -0.40
C  0.94  -2.93  -0.17
C  2.80  -0.16  -0.30
C  2.35  0.17  -1.58
C  3.21  0.23  -2.66
C  4.56  -0.03  -2.48
C  5.03  -0.35  -1.21
C  4.16  -0.41  -0.14
H  3.04  1.40  4.01
H  1.92  2.05  2.81
H  3.50  1.42  2.31
H  3.33  -1.15  4.27
H  4.04  -1.09  2.67
H  2.73  -2.23  3.01
H  1.22  -0.07  4.82
H  0.51  -1.33  3.84
H  0.05  0.37  3.60
H  -0.95  -1.55  2.27
H  -2.42  -3.45  1.71
H  -1.65  -5.12  0.06
H  0.53  -4.83  -1.06
H  1.89  -2.82  -0.68
H  1.30  0.42  -1.74
H  2.84  0.49  -3.65
H  5.25  0.01  -3.32
H  6.09  -0.55  -1.06
H  4.56  -0.66  0.83

HOMO (spin up / spin down) in eV: -16.800 / -16.745
Spin multiplicity: 1
E_LUMO (spin up / spin down) in eV: -10.664 / -10.534
Largest force on an atom in Eh/bohr: 0.033
Kohn-Sham gap (spin up / spin down) in eV: 6.14 / 6.21
Relative energy (zero: lowest compared OMol25 entry of this formula, charge and spin) in kcal per mole: 99.5
Charge: +3

Atomic partial charges in e from the Mulliken method, atoms 1 to 4: number 1, W, carries 2.517; number 2, N, carries -0.825; number 3, C, carries -0.732; number 4, C, carries -0.505